Record 1
Density functional theory data (ωB97M-V with the def2-TZVPD basis set) for C43H101N5O11V as an isolated structure in a non-equilibrium geometry.

Element x y z (Å)
O  0.64  0.10  0.22
V  0.24  -1.10  -0.74
C  2.82  -4.63  1.71
C  1.26  -4.67  2.16
C  1.10  -5.37  3.56
C  1.65  -4.47  4.66
C  1.01  -3.11  4.69
C  1.10  -2.33  3.29
N  0.71  -3.28  2.11
O  0.51  -2.70  0.76
C  2.39  -1.56  3.08
C  0.04  -1.26  3.45
C  0.55  -5.63  1.21
H  3.07  -5.06  0.74
H  3.48  -5.25  2.33
H  3.20  -3.62  1.57
H  1.35  -6.43  3.53
H  0.03  -5.40  3.80
H  2.73  -4.38  4.57
H  1.46  -4.92  5.64
H  1.53  -2.49  5.43
H  -0.02  -3.20  5.04
H  3.29  -2.19  3.08
H  2.55  -0.72  3.76
H  2.44  -1.20  2.05
H  -0.99  -1.62  3.57
H  0.04  -0.51  2.66
H  0.29  -0.74  4.36
H  1.06  -6.59  1.25
H  0.63  -5.30  0.17
H  -0.52  -5.83  1.34
C  0.18  -0.28  -5.76
C  0.53  0.99  -4.93
C  0.01  2.15  -5.93
C  0.03  3.57  -5.24
C  -0.68  3.57  -3.88
C  -0.34  2.45  -2.90
N  -0.29  1.14  -3.64
O  -0.32  -0.02  -2.74
C  -1.49  2.46  -1.94
C  0.93  2.73  -2.07
C  2.06  1.00  -4.75
H  -0.90  -0.37  -5.85
H  0.43  -1.14  -5.13
H  0.68  -0.30  -6.72
H  -0.98  2.05  -6.39
H  0.58  2.14  -6.86
H  -0.39  4.25  -5.98
H  1.05  3.88  -5.00
H  -1.73  3.53  -4.17
H  -0.52  4.59  -3.53
H  -1.68  3.40  -1.41
H  -1.33  1.86  -1.04
H  -2.33  2.21  -2.58
H  0.74  3.54  -1.37
H  1.80  3.11  -2.61
H  1.26  1.83  -1.56
H  2.50  0.05  -4.47
H  2.40  1.76  -4.04
H  2.55  1.21  -5.70
C  -3.87  0.74  -4.31
C  -4.03  -0.74  -3.83
C  -3.86  -1.70  -4.87
O  -3.06  -0.97  -2.88
H  -4.52  1.03  -5.14
H  -2.89  0.96  -4.73
H  -4.06  1.48  -3.53
H  -4.97  -1.11  -3.41
H  -4.67  -1.58  -5.59
H  -3.97  -2.70  -4.47
H  -2.85  -1.58  -5.27
H  -2.30  -0.57  -3.31
C  -4.51  -5.06  -1.05
C  -3.66  -5.10  0.24
C  -3.38  -6.51  0.49
O  -2.43  -4.46  -0.05
H  -5.38  -5.68  -0.82
H  -3.94  -5.43  -1.90
H  -4.81  -4.02  -1.16
H  -4.14  -4.55  1.04
H  -4.20  -7.23  0.44
H  -3.02  -6.60  1.51
H  -2.56  -6.94  -0.08
H  -1.65  -4.86  0.34
C  -4.02  3.53  2.67
C  -3.14  3.99  3.81
C  -1.73  4.38  3.41
O  -3.64  5.09  4.50
H  -4.88  2.94  2.99
H  -3.38  3.07  1.92
H  -4.48  4.36  2.14
H  -2.97  3.16  4.51
H  -1.17  3.46  3.21
H  -1.21  4.97  4.17
H  -1.83  5.16  2.66
H  -3.22  5.20  5.35
C  3.71  1.87  1.18
O  3.16  0.81  0.39
C  3.90  0.39  -0.69
C  3.58  -1.13  -0.83
N  2.34  -1.40  -1.64
C  2.42  -2.82  -1.95
C  1.30  -3.38  -2.74
O  0.03  -3.02  -2.26
C  -0.90  -3.63  -3.23
H  4.67  1.52  1.55
H  3.08  2.02  2.05
H  3.89  2.80  0.64
H  4.93  0.44  -0.33
H  3.77  1.00  -1.59
H  3.50  -1.59  0.16
H  4.48  -1.59  -1.23
H  2.40  -0.87  -2.50
H  2.43  -3.35  -1.00
H  3.34  -3.24  -2.36
H  1.45  -4.46  -2.83
H  1.36  -2.96  -3.75
H  -0.83  -4.66  -3.57
H  -1.03  -3.11  -4.17
H  -1.90  -3.47  -2.83
C  -0.44  6.19  0.00
O  0.92  6.46  0.17
C  1.51  5.95  1.40
C  2.98  6.13  1.39
N  3.64  5.95  2.68
C  5.11  6.19  2.67
C  5.78  5.19  3.58
O  5.69  3.79  3.12
C  6.24  2.73  3.92
H  -1.12  6.12  0.85
H  -0.62  5.28  -0.57
H  -0.93  6.97  -0.58
H  1.40  4.86  1.43
H  1.07  6.46  2.26
H  3.17  7.19  1.17
H  3.43  5.51  0.61
H  3.54  4.98  2.93
H  5.27  7.22  2.96
H  5.60  6.20  1.69
H  5.25  5.16  4.53
H  6.83  5.48  3.67
H  7.31  2.90  4.07
H  6.11  1.74  3.49
H  5.79  2.68  4.92
C  -3.85  0.22  0.13
C  -2.79  -0.69  0.70
C  -3.25  -1.77  1.75
O  -3.71  -1.23  2.92
C  -4.21  -2.16  3.85
N  -2.07  -1.45  -0.34
H  -3.69  0.43  -0.93
H  -3.92  1.10  0.77
H  -4.84  -0.24  0.21
H  -2.04  -0.15  1.27
H  -2.33  -2.30  1.99
H  -3.95  -2.54  1.42
H  -4.28  -1.52  4.73
H  -3.45  -2.85  4.23
H  -5.20  -2.59  3.71
H  -2.80  -1.37  -1.03
H  -2.20  -2.42  -0.09

Properties
Net charge = 0
2S+1 = 2
<S²> = 0.78
HOMO-LUMO gap (alpha / beta) = 6.856 / 6.845 eV

=====

Record 2
Density functional theory data (ωB97M-V with the def2-TZVPD basis set) for C15H32N4O6S2Sr as an isolated structure.

Element x y z (Å)
Sr  0.83  -0.31  -1.10
O  0.33  1.44  2.66
C  1.72  1.65  2.86
C  2.34  2.42  1.72
N  2.61  1.68  0.49
C  3.68  0.70  0.71
C  3.22  -0.64  1.33
O  3.89  -1.10  2.26
O  2.17  -1.15  0.82
C  3.01  2.65  -0.54
C  3.24  2.05  -1.94
O  4.18  2.51  -2.60
O  2.43  1.14  -2.28
H  0.17  0.47  2.62
H  2.24  0.71  3.03
H  1.86  2.26  3.77
H  3.28  2.89  2.08
H  1.65  3.24  1.47
H  4.48  1.12  1.33
H  4.11  0.44  -0.26
H  3.92  3.19  -0.23
H  2.21  3.38  -0.64
N  -0.91  1.56  -0.03
C  -2.04  1.02  0.73
C  -2.52  -0.31  0.16
N  -1.48  -1.32  0.16
C  -1.60  -2.35  1.19
C  -1.33  -1.85  2.60
N  0.02  -1.32  2.80
H  -0.32  2.09  0.59
H  -1.25  2.15  -0.78
H  -2.89  1.72  0.75
H  -1.71  0.88  1.76
H  -2.83  -0.15  -0.88
H  -3.40  -0.64  0.73
H  -1.42  -1.80  -0.74
H  -0.89  -3.14  0.93
H  -2.61  -2.80  1.18
H  -1.53  -2.67  3.29
H  -2.07  -1.07  2.84
H  0.63  -1.44  1.98
H  0.49  -1.80  3.56
C  -3.22  -1.70  -4.44
C  -1.96  -1.72  -3.59
S  -1.31  -0.11  -3.24
C  -1.37  -2.87  -3.20
C  -1.91  -4.22  -3.64
S  0.09  -3.03  -2.22
H  -3.72  -0.74  -4.32
H  -3.92  -2.49  -4.18
H  -2.98  -1.80  -5.51
H  -2.78  -4.16  -4.30
H  -2.18  -4.82  -2.76
H  -1.12  -4.77  -4.16
C  -2.74  3.33  -3.52
O  -2.80  2.49  -2.40
H  -1.76  3.29  -4.01
H  -2.92  4.36  -3.19
H  -3.50  3.08  -4.27
H  -2.52  1.59  -2.71

Properties
Net charge = -2
Energy above the lowest of the compared OMol25 structures with the same formula, charge and spin = 0.00 kcal per mole
HOMO-LUMO gap = 5.456 eV

=====

- Among the records above, which one has the lowest net charge?
  C15H32N4O6S2Sr

=====

- Which formula does entry 2 have?
  C15H32N4O6S2Sr

=====

- Which formula does entry 2 have?
  C15H32N4O6S2Sr